Entry 1:
A structure of composition C34H44FGe2N7O2S2Y at a distorted geometry. Source: the OMol25 dataset; level of theory: ωB97M-V with the def2-TZVPD basis set.

```
93
Properties=species:S:1:pos:R:3:forces:R:3:lowdin_charge:R:1
Y 13.125 11.203 13.941 0.9 0.2 -0.1 1.228
N 15.757 17.185 17.175 -0.3 0.2 0.2 0.105
C 15.804 15.870 16.758 0.5 -0.3 -0.2 -0.323
C 16.930 15.423 16.055 0.0 -0.1 0.1 -0.027
C 17.035 14.103 15.681 -0.3 -0.2 -0.1 -0.063
C 15.983 13.234 15.969 0.1 0.2 -0.2 -0.298
C 14.854 13.673 16.651 -0.2 -0.5 -0.2 -0.075
C 14.773 14.976 17.057 0.2 0.8 0.3 -0.028
S 15.958 11.708 15.125 0.1 -0.5 0.8 0.595
O 14.760 11.008 15.664 0.0 -0.3 0.0 -0.438
O 17.216 11.022 15.262 -0.4 0.3 -0.2 -0.277
N 15.461 11.979 13.655 -0.1 0.2 0.0 -0.184
C 16.235 12.402 12.611 0.3 -0.1 -0.9 -0.470
N 17.488 12.869 12.720 0.1 -0.1 0.2 0.135
C 18.135 13.147 11.582 -0.1 0.1 0.4 -0.121
C 17.562 13.029 10.328 0.1 0.0 0.3 -0.055
C 16.258 12.579 10.323 -0.4 -0.3 0.6 -0.124
N 15.607 12.262 11.439 -0.3 0.0 -0.6 0.131
H 16.349 17.810 16.663 0.2 0.2 -0.1 0.085
H 14.828 17.549 17.243 -0.3 0.2 0.2 0.086
H 17.712 16.119 15.782 0.0 0.1 0.1 0.112
H 17.861 13.736 15.086 0.1 0.1 0.1 0.101
H 14.003 13.022 16.802 0.2 -0.1 0.0 0.095
H 13.917 15.343 17.616 0.0 -0.1 -0.1 0.118
H 19.162 13.496 11.704 -0.2 0.0 0.0 0.110
H 18.079 13.271 9.417 0.2 0.0 -0.1 0.095
H 15.695 12.443 9.413 0.0 0.0 -0.2 0.094
S 11.623 9.791 12.032 0.2 -0.7 -0.1 0.578
C 13.115 8.825 11.963 -0.2 0.1 -0.2 -0.712
C 13.317 7.686 11.168 -0.9 0.2 0.0 -0.091
C 14.502 7.002 11.206 0.5 0.0 0.1 -0.067
C 15.514 7.475 12.039 0.4 0.0 0.0 -0.061
C 15.264 8.615 12.769 0.3 0.1 0.1 -0.119
N 14.104 9.274 12.730 0.3 0.0 0.4 -0.070
H 12.491 7.356 10.571 -0.2 -0.2 -0.3 0.097
H 14.666 6.121 10.594 -0.1 0.1 0.1 0.111
H 16.492 6.999 12.112 -0.4 0.1 -0.1 0.109
H 16.030 9.041 13.406 0.0 0.0 0.1 0.108
F 12.460 12.861 15.021 0.1 -0.4 -0.2 -0.518
C 14.277 15.348 13.059 0.3 -0.3 -0.4 -0.232
Ge 12.396 14.921 12.717 -0.2 0.4 -0.3 0.717
C 11.268 15.260 14.297 0.3 0.0 0.0 -0.241
C 11.613 16.130 11.328 -0.2 -0.2 0.2 -0.248
Ge 12.043 12.750 11.545 0.7 0.2 1.0 0.789
C 12.754 12.650 9.763 0.3 0.3 -0.1 -0.378
C 12.582 11.512 8.975 0.2 0.3 -0.7 -0.111
C 13.007 11.548 7.641 0.0 0.4 0.4 -0.078
C 13.600 12.700 7.127 -0.2 0.1 0.1 -0.098
C 13.812 13.824 7.922 0.0 -0.4 0.4 -0.093
C 13.428 13.779 9.260 -0.3 -0.2 -0.1 -0.148
C 10.134 12.593 11.525 -0.4 0.0 -0.6 -0.427
C 9.462 12.774 10.308 -0.5 0.0 0.4 -0.099
C 8.072 12.768 10.288 0.4 -0.3 0.6 -0.082
C 7.379 12.536 11.471 -0.4 0.0 0.0 -0.097
C 8.030 12.322 12.683 0.1 0.1 -0.3 -0.082
C 9.419 12.357 12.701 -0.3 0.1 -0.1 -0.156
H 14.375 16.416 13.269 0.0 0.0 0.0 0.019
H 14.891 15.101 12.167 -0.3 0.2 0.5 0.015
H 14.657 14.781 13.917 -0.1 0.1 -0.2 -0.003
H 11.100 16.341 14.349 -0.1 -0.1 -0.1 0.018
H 11.752 14.911 15.216 -0.2 0.1 -0.4 -0.001
H 10.317 14.743 14.171 -0.1 0.1 0.1 0.004
H 11.676 17.180 11.623 0.0 0.0 0.1 0.013
H 10.552 15.850 11.240 0.3 0.1 0.0 0.019
H 12.068 16.019 10.346 0.0 0.0 0.0 -0.009
H 12.108 10.616 9.367 0.0 0.2 0.0 0.070
H 12.848 10.703 6.993 0.0 -0.2 -0.1 0.096
H 13.883 12.741 6.088 0.1 -0.1 -0.2 0.095
H 14.300 14.698 7.513 0.0 0.0 0.0 0.102
H 13.626 14.620 9.932 -0.1 -0.2 -0.3 0.075
H 10.002 12.922 9.381 0.1 0.0 0.1 0.097
H 7.523 12.911 9.378 -0.1 0.1 -0.3 0.096
H 6.297 12.531 11.434 0.0 0.0 0.1 0.098
H 7.450 12.151 13.587 0.2 0.0 -0.1 0.102
H 9.940 12.234 13.644 0.1 0.0 0.0 0.077
C 12.150 6.607 15.974 0.1 -0.1 0.4 -0.039
C 11.631 7.971 16.405 0.1 0.2 0.4 -0.629
C 10.121 7.915 16.674 0.0 0.0 -0.4 -0.043
C 12.402 8.499 17.624 -0.2 -0.3 0.1 -0.039
N 11.956 8.889 15.292 0.0 -0.4 -0.3 -0.088
N 11.551 10.238 15.472 -0.8 0.2 0.0 -0.077
H 11.831 5.815 16.674 0.2 0.4 -0.2 0.094
H 13.246 6.629 15.926 -0.3 -0.1 -0.1 0.091
H 11.740 6.361 14.997 0.1 -0.1 -0.2 0.080
H 9.885 7.250 17.505 0.0 0.0 0.0 0.087
H 9.599 7.554 15.777 0.1 0.0 0.2 0.090
H 9.714 8.903 16.897 0.0 0.0 0.2 0.068
H 12.404 7.769 18.444 -0.1 0.2 -0.2 0.092
H 11.943 9.423 17.994 0.1 -0.2 0.1 0.076
H 13.436 8.706 17.345 0.0 0.0 0.0 0.086
H 11.514 8.572 14.421 0.2 0.2 0.2 0.066
H 11.940 10.620 16.333 -0.1 -0.2 -0.1 0.084
H 10.529 10.353 15.494 0.5 0.1 0.1 0.109
```
Positions in Å, forces in eV/Å.

Energy, a.u.: -6944.3556
Relative energy (zero: lowest compared OMol25 entry of this formula, charge and spin), kcal/mol: 0.0
Expectation value of S²: 0.7540
HOMO-LUMO gap (alpha / beta), Eh: 0.247 / 0.266
2S+1: 2
Total charge: 0

---

Entry 2:
The molecule C3H8N2O2 at a distorted geometry. Source: the OMol25 dataset; level of theory: ωB97M-V with the def2-TZVPD basis set.

```
15
Properties=species:S:1:pos:R:3:forces:R:3:lowdin_charge:R:1
C 1.031 1.864 0.987 0.2 -0.2 -0.1 -0.131
O -0.139 1.138 1.316 -1.4 -0.6 -1.2 -0.193
C -0.942 0.622 0.184 1.4 0.2 1.2 -0.111
C -0.438 -0.714 -0.345 1.8 -0.4 0.0 -0.375
N -1.337 -1.746 -0.545 -0.2 0.4 -0.6 0.128
N 0.847 -0.871 -0.520 -1.8 1.1 0.4 0.014
O 1.119 -2.125 -1.074 0.8 -0.7 0.3 -0.093
H 0.844 2.596 0.193 0.0 0.0 0.0 0.083
H 1.835 1.186 0.688 -0.1 0.1 -0.1 0.068
H 1.362 2.401 1.882 -0.3 -0.1 -0.1 0.085
H -0.964 1.354 -0.629 0.1 0.0 0.1 0.121
H -1.959 0.485 0.565 0.2 0.1 0.1 0.120
H -0.992 -2.427 -1.215 -0.1 0.0 0.3 0.088
H -2.290 -1.461 -0.734 0.2 0.0 0.1 0.094
H 2.024 -2.302 -0.750 -0.7 0.1 -0.4 0.104
```
Positions in Å, forces in eV/Å.

Energy, a.u.: -379.0227
Relative energy (zero: lowest compared OMol25 entry of this formula, charge and spin), kcal/mol: 74.2
HOMO-LUMO gap, Eh: 0.355
Total charge: 0